(1)
Below is a cluster of 2 separate species, CH5NO2S2 in total, with properties calculated with the ωB97M-V functional and the def2-TZVPD basis.

Each atom is followed by the atoms it is bonded to, with distances in Å.
Element x y z (Å)
1 C 0.09 2.00 -1.38  S6 1.863, H7 1.063, H8 1.110, H9 1.043
2 N -1.43 -1.19 2.56  S5 1.540, H11 1.072
3 O -1.72 0.12 -1.11  S6 1.425
4 O -0.05 0.42 0.71  S6 1.638, H10 1.033
5 S -2.93 -0.97 2.31  N2 1.540
6 S -1.14 1.13 -0.29  C1 1.863, O3 1.425, O4 1.638
7 H 0.25 1.50 -2.30  C1 1.063
8 H -0.33 3.00 -1.60  C1 1.110
9 H 0.96 2.12 -0.80  C1 1.043
10 H -0.57 0.08 1.53  O4 1.033
11 H -0.82 -2.04 2.79  N2 1.072

Computed properties:
Net charge ... 0

---

(2)
Below is the molecule C20H34N4O3S, with properties calculated with the ωB97M-V functional and the def2-TZVPD basis.

Each atom is followed by the atoms it is bonded to, with distances in Å.
Element x y z (Å)
1 C 2.44 1.74 -4.50  H2 1.087, H3 1.088, C4 1.526, H62 1.087
2 H 1.89 2.63 -4.21  C1 1.087
3 H 3.51 1.94 -4.42  C1 1.088
4 C 2.04 0.56 -3.61  C1 1.526, C5 1.526, H9 1.095, C10 1.535
5 C 0.56 0.24 -3.76  C4 1.526, H6 1.088, H7 1.087, H8 1.088
6 H -0.04 1.12 -3.56  C5 1.088
7 H 0.34 -0.11 -4.77  C5 1.087
8 H 0.27 -0.53 -3.05  C5 1.088
9 H 2.63 -0.32 -3.90  C4 1.095
10 C 2.36 0.88 -2.14  C4 1.535, N11 1.448, H60 1.096, H61 1.091
11 N 2.14 -0.28 -1.30  C10 1.448, S12 1.644, C47 1.448
12 S 0.89 -0.26 -0.23  N11 1.644, O13 1.439, O14 1.430, N15 1.664
13 O 0.16 0.96 -0.44  S12 1.439
14 O 0.14 -1.48 -0.33  S12 1.430
15 N 1.64 -0.22 1.25  S12 1.664, C16 1.455, C22 1.445
16 C 1.33 -1.24 2.24  N15 1.455, C17 1.529, H45 1.098, H46 1.092
17 C 0.99 -0.64 3.60  C16 1.529, H18 1.090, H19 1.092, C20 1.536
18 H 0.50 -1.39 4.22  C17 1.090
19 H 1.90 -0.32 4.11  C17 1.092
20 C 0.05 0.57 3.45  C17 1.536, C21 1.538, C27 1.535, H44 1.095
21 C 0.71 1.66 2.58  C20 1.538, C22 1.537, H25 1.090, H26 1.092
22 C 1.89 1.10 1.77  N15 1.445, C21 1.537, H23 1.095, H24 1.090
23 H 2.79 1.05 2.40  C22 1.095
24 H 2.10 1.75 0.92  C22 1.090
25 H -0.02 2.10 1.91  C21 1.090
26 H 1.08 2.46 3.22  C21 1.092
27 C -1.31 0.02 2.99  C20 1.535, O28 1.218, N29 1.340
28 O -2.03 -0.55 3.80  C27 1.218
29 N -1.62 0.15 1.70  C27 1.340, H30 1.009, C31 1.452
30 H -1.00 0.57 1.03  N29 1.009
31 C -2.79 -0.49 1.12  N29 1.452, C32 1.502, H42 1.093, H43 1.097
32 C -3.58 0.52 0.32  C31 1.502, C33 1.394, C37 1.389
33 C -3.17 0.89 -0.96  C32 1.394, N34 1.320, H41 1.082
34 N -3.80 1.78 -1.70  C33 1.320, C35 1.323
35 C -4.88 2.36 -1.19  N34 1.323, C36 1.386, H40 1.082
36 C -5.38 2.07 0.07  C35 1.386, C37 1.386, H39 1.079
37 C -4.71 1.14 0.84  C32 1.389, C36 1.386, H38 1.081
38 H -5.06 0.89 1.83  C37 1.081
39 H -6.26 2.57 0.44  C36 1.079
40 H -5.36 3.08 -1.84  C35 1.082
41 H -2.28 0.44 -1.40  C33 1.082
42 H -3.38 -0.89 1.94  C31 1.093
43 H -2.46 -1.30 0.47  C31 1.097
44 H -0.14 0.97 4.45  C20 1.095
45 H 2.20 -1.91 2.34  C16 1.098
46 H 0.49 -1.83 1.86  C16 1.092
47 C 3.26 -1.13 -0.99  N11 1.448, H48 1.100, H49 1.093, C50 1.532
48 H 3.68 -0.85 -0.01  C47 1.100
49 H 4.03 -0.97 -1.75  C47 1.093
50 C 2.90 -2.62 -0.97  C47 1.532, C51 1.527, C55 1.525, H59 1.092
51 C 4.11 -3.43 -0.50  C50 1.527, H52 1.088, H53 1.087, H54 1.088
52 H 4.43 -3.12 0.49  C51 1.088
53 H 3.86 -4.49 -0.46  C51 1.087
54 H 4.94 -3.31 -1.19  C51 1.088
55 C 2.44 -3.08 -2.35  C50 1.525, H56 1.089, H57 1.086, H58 1.087
56 H 3.22 -2.93 -3.09  C55 1.089
57 H 1.56 -2.52 -2.64  C55 1.086
58 H 2.18 -4.14 -2.33  C55 1.087
59 H 2.08 -2.76 -0.26  C50 1.092
60 H 3.39 1.23 -2.03  C10 1.096
61 H 1.68 1.66 -1.80  C10 1.091
62 H 2.22 1.52 -5.54  C1 1.087

Computed properties:
Net charge ... 0

---

We obtain energy values of -1042.59687; -1625.44610 a.u. for the records listed above, in that order.
We obtain relative energy (zero: lowest compared OMol25 entry of this formula, charge and spin) values of 88.3; 7.2 kcal per mole for the records listed above, in that order.